{
  "formula": "C23H41AsCrF6N13O20",
  "method": "the ωB97M-V functional and the def2-TZVPD basis",
  "spin_multiplicity": 5,
  "charge": -1,
  "total_energy_ha": -6996.4355,
  "homo_lumo_gap_ev": [7.2, 7.1],
  "lumo_energy_ev": [0.82, 0.73],
  "elements": ["Cr", "N", "O", "O", "O", "N", "O", "O", "O", "As", "F", "F", "F", "F", "F", "F", "C", "N", "O", "O", "H", "H", "H", "C", "N", "O", "O", "H", "H", "H", "C", "N", "O", "O", "H", "H", "H", "C", "N", "O", "O", "H", "H", "H", "C", "N", "O", "O", "H", "H", "H", "C", "N", "O", "O", "H", "H", "H", "C", "N", "O", "O", "H", "H", "H", "N", "C", "C", "C", "C", "H", "H", "H", "H", "H", "N", "C", "C", "C", "C", "H", "H", "H", "H", "H", "N", "C", "C", "C", "C", "H", "H", "H", "H", "H", "N", "C", "C", "C", "C", "H", "H", "H", "H", "H"],
  "coordinates": [[2.359, -0.487, 1.180], [0.758, -0.757, -1.178], [1.862, -1.125, -1.501], [-0.184, -0.613, -1.920], [0.650, -0.340, 0.051], [3.763, -0.893, 3.569], [2.543, -0.668, 3.935], [4.003, -0.929, 2.295], [4.647, -1.115, 4.395], [1.639, 3.214, 1.979], [0.085, 2.570, 1.554], [1.925, 3.662, 0.342], [3.202, 3.779, 2.429], [1.372, 2.639, 3.562], [2.504, 1.572, 1.511], [0.924, 4.744, 2.253], [-4.617, 2.051, 2.787], [-5.086, 2.984, 3.832], [-5.580, 4.019, 3.464], [-5.192, 2.509, 4.941], [-5.076, 2.290, 1.782], [-4.804, 1.068, 3.132], [-3.558, 2.256, 2.625], [-2.318, -0.347, 0.925], [-3.260, -1.421, 1.179], [-4.216, -1.119, 1.824], [-3.025, -2.519, 0.729], [-2.319, 0.245, 1.844], [-2.691, 0.330, 0.172], [-1.271, -0.632, 0.788], [-0.364, 0.302, 5.027], [-0.736, -1.138, 4.825], [-0.137, -1.934, 5.520], [-1.575, -1.379, 3.969], [-1.239, 0.889, 5.085], [0.365, 0.534, 4.173], [0.246, 0.346, 5.898], [3.171, -4.623, 1.175], [2.446, -3.394, 1.462], [1.724, -3.199, 2.376], [2.720, -2.470, 0.694], [4.038, -4.431, 0.603], [2.489, -5.363, 0.661], [3.384, -5.088, 2.133], [-1.110, 2.550, -1.369], [-2.377, 1.983, -1.833], [-3.349, 1.994, -1.000], [-2.468, 1.708, -3.004], [-0.490, 2.692, -2.233], [-0.821, 1.829, -0.585], [-1.277, 3.509, -0.832], [-1.107, -4.629, 2.620], [-0.232, -5.559, 1.943], [0.213, -5.273, 0.819], [-0.086, -6.610, 2.500], [-1.242, -3.617, 2.195], [-0.585, -4.451, 3.568], [-2.033, -5.170, 2.809], [0.713, 0.647, -5.005], [0.749, 2.121, -5.119], [0.033, 2.661, -5.904], [1.493, 2.694, -4.319], [-0.196, 0.437, -4.454], [1.610, 0.204, -4.527], [0.643, 0.265, -6.072], [-3.991, -2.365, -2.045], [-4.822, -3.418, -2.409], [-5.370, -3.148, -3.637], [-4.841, -1.879, -4.023], [-4.000, -1.416, -3.017], [-3.401, -2.470, -1.266], [-5.031, -4.325, -1.900], [-6.135, -3.744, -4.130], [-4.980, -1.436, -5.038], [-3.395, -0.550, -3.015], [3.018, -3.945, -2.227], [2.241, -5.024, -2.342], [3.012, -6.116, -2.748], [4.349, -5.605, -2.971], [4.297, -4.258, -2.649], [2.663, -2.994, -2.059], [1.222, -4.933, -2.136], [2.566, -7.102, -2.867], [5.181, -6.173, -3.292], [4.972, -3.447, -2.847], [-1.318, 6.945, 1.131], [-0.991, 8.242, 1.611], [-1.660, 9.168, 0.832], [-2.440, 8.445, -0.143], [-2.143, 7.141, 0.060], [-0.929, 6.097, 1.369], [-0.310, 8.428, 2.441], [-1.743, 10.259, 0.952], [-3.070, 8.792, -0.925], [-2.510, 6.332, -0.572], [4.154, 1.863, -1.624], [4.935, 1.175, -0.767], [5.247, 0.001, -1.364], [4.729, 0.058, -2.700], [4.016, 1.198, -2.746], [3.944, 2.844, -1.595], [5.145, 1.483, 0.252], [5.820, -0.809, -0.968], [4.591, -0.738, -3.381], [3.329, 1.418, -3.532]],
  "forces_ev_per_angstrom": [[0.138, 0.271, 0.093], [-0.122, 1.738, 0.881], [1.277, -1.026, -0.957], [-0.574, -0.409, -0.284], [-0.202, -0.034, 0.532], [-1.467, -0.049, 2.010], [2.210, -0.214, -1.328], [0.122, 0.354, 0.702], [-0.990, 0.357, -1.619], [0.768, -0.146, -0.638], [0.204, -0.413, -0.229], [0.017, -0.256, -0.244], [-0.205, -0.205, -0.088], [0.102, -0.243, 0.283], [-0.842, 0.344, 0.367], [-0.231, 0.356, 0.380], [0.764, 1.217, -2.014], [-1.911, -1.291, -0.818], [0.370, 1.104, 0.126], [0.607, 0.330, 0.812], [0.116, -0.234, 1.434], [-0.026, -0.869, 0.156], [0.113, -0.257, 0.272], [1.399, 1.413, 1.211], [0.835, 0.449, -0.373], [-1.469, -0.159, 0.729], [0.074, -0.975, -0.199], [-0.088, -0.067, -0.042], [-0.239, -0.265, -0.489], [-0.667, -0.500, -0.464], [2.063, -0.798, -1.743], [0.404, 0.860, 0.393], [-0.629, -0.346, -0.575], [0.301, -0.398, 0.277], [-0.809, 0.632, -0.267], [-1.445, -0.046, 1.002], [0.178, 0.011, 0.787], [-1.534, -2.479, 0.630], [0.912, 1.325, -0.998], [-0.971, -1.002, 1.475], [0.145, 0.146, -1.238], [0.660, 0.444, -0.565], [0.552, 1.132, 0.280], [0.192, 0.131, 0.146], [-0.167, 0.025, 1.730], [-2.776, 1.835, 1.107], [2.327, -0.568, -2.097], [-0.254, -0.579, 0.283], [0.579, -0.285, -0.043], [0.743, 0.355, -0.569], [-0.222, -0.688, -0.542], [-0.202, 1.684, 1.541], [-0.113, 0.408, -2.482], [-0.207, -0.308, 1.263], [0.665, -0.806, 0.156], [0.129, -1.055, -0.488], [-0.391, -0.117, 0.079], [0.041, 0.271, -0.058], [0.258, -1.191, -1.810], [1.585, -0.052, 1.887], [-0.608, 0.411, -0.812], [-0.528, -0.066, -0.615], [-0.058, -0.269, 0.084], [-0.653, 0.759, -0.068], [-0.151, 0.377, 1.408], [-1.390, -1.597, -0.619], [-0.141, 0.714, -1.024], [0.269, 0.767, 0.398], [0.034, 0.443, -1.175], [-0.900, -1.181, -1.262], [0.802, 0.391, 0.932], [0.379, -0.231, 1.065], [0.425, 0.170, 0.014], [0.056, -0.107, 1.290], [0.443, 0.590, 0.241], [0.921, 1.192, -0.654], [1.014, -1.654, -0.229], [-0.366, 1.085, 0.193], [-1.900, 0.496, 0.792], [-0.307, -0.081, -0.176], [0.393, -0.661, -0.074], [-1.409, -0.169, 0.369], [0.559, 0.216, -0.076], [0.655, -0.211, -0.288], [0.396, -0.068, 0.282], [-0.797, 4.273, -0.751], [-0.224, -0.431, -0.445], [-0.734, -0.032, 0.049], [1.309, 0.163, 1.044], [-0.691, -1.427, -0.770], [1.130, -1.846, 0.808], [-0.329, -0.383, -0.324], [0.470, -0.752, 0.176], [-0.283, 0.400, -0.286], [0.239, -0.031, 0.532], [-0.482, 2.445, 1.026], [0.390, -0.373, 1.667], [0.606, -0.713, -1.087], [-0.124, -0.836, 1.568], [-0.573, -1.021, -2.842], [-0.281, 0.054, 0.606], [-0.039, 0.266, -0.346], [0.221, -0.169, 0.374], [0.302, -0.654, -0.639], [-0.136, 0.887, -0.125]],
  "lowdin_spin": [3.807, 0.008, 0.020, 0.008, 0.020, 0.007, 0.027, 0.008, 0.010, 0.001, 0.001, 0.000, 0.000, 0.000, 0.033, 0.000, 0.000, 0.000, 0.000, 0.000, 0.000, 0.000, 0.000, 0.000, 0.000, 0.000, 0.000, 0.000, 0.000, 0.000, 0.000, 0.000, 0.000, 0.000, 0.000, 0.000, 0.000, 0.000, 0.009, 0.027, 0.002, 0.000, 0.000, 0.000, 0.000, 0.000, 0.000, 0.000, 0.000, 0.000, 0.000, 0.000, 0.000, 0.000, 0.000, 0.000, 0.000, 0.000, 0.000, 0.000, 0.000, 0.000, 0.000, 0.000, 0.000, 0.000, 0.000, 0.000, 0.000, 0.000, 0.000, 0.000, 0.000, 0.000, 0.000, 0.000, 0.000, 0.000, 0.000, 0.000, 0.000, 0.000, 0.000, 0.000, 0.000, 0.000, 0.000, 0.000, 0.000, 0.000, 0.000, 0.000, 0.000, 0.000, 0.000, 0.000, 0.005, 0.004, 0.000, 0.001, 0.000, 0.000, 0.000, 0.000, 0.000]
}


{
  "formula": "C2H8FN4S",
  "method": "the ωB97M-V functional and the def2-TZVPD basis",
  "spin_multiplicity": 1,
  "charge": 1,
  "total_energy_ha": -797.6502,
  "homo_lumo_gap_ev": [6.7, 6.7],
  "lumo_energy_ev": [-5.64, -5.64],
  "elements": ["C", "C", "N", "N", "N", "N", "F", "S", "H", "H", "H", "H", "H", "H", "H", "H"],
  "coordinates": [[-1.959, -2.483, 0.034], [-1.135, -1.719, -0.859], [2.915, 2.815, -0.307], [1.834, 2.644, 0.399], [-0.682, -0.512, -0.800], [-0.794, 0.412, 0.187], [2.305, 0.309, 1.419], [1.198, 1.606, 1.342], [-2.230, -1.845, 0.925], [-1.669, -3.488, 0.008], [-2.960, -2.618, -0.478], [-0.721, -2.198, -1.719], [3.669, 2.130, -0.296], [-1.448, 1.261, 0.049], [2.894, 3.555, -0.989], [-1.218, 0.133, 1.085]],
  "forces_ev_per_angstrom": [[-3.258, 1.941, 0.099], [1.532, 2.354, 0.020], [-1.072, -0.949, 0.884], [-0.009, -0.737, 0.903], [0.140, -0.815, -2.210], [-2.326, 1.898, 2.773], [-1.907, 2.011, 0.034], [3.496, -0.350, -1.908], [0.581, -1.620, -0.250], [0.858, -1.418, 1.311], [0.708, 0.454, 0.238], [-0.089, -0.440, -0.651], [-0.276, 0.028, -0.033], [1.487, -1.643, -1.150], [-0.008, 0.240, 0.035], [0.143, -0.954, -0.094]],
  "nbo_charge": [-0.719, 0.137, -0.474, -0.372, -0.299, -0.675, -0.465, 1.338, 0.225, 0.264, 0.265, 0.201, 0.421, 0.389, 0.431, 0.331]
}


{
  "formula": "C8H24O4",
  "method": "the ωB97M-V functional and the def2-TZVPD basis",
  "spin_multiplicity": 1,
  "smiles": "CCO.CCO.CCO.CCO",
  "total_energy_ha": -620.1057,
  "homo_lumo_gap_ev": 10.3,
  "lumo_energy_ev": 0.72,
  "elements": ["C", "C", "O", "H", "H", "H", "H", "H", "H", "C", "C", "O", "H", "H", "H", "H", "H", "H", "C", "C", "O", "H", "H", "H", "H", "H", "H", "C", "C", "O", "H", "H", "H", "H", "H", "H"],
  "coordinates": [[-22.361, 11.855, 18.723], [-22.927, 11.617, 20.111], [-21.822, 11.515, 21.014], [-21.293, 11.627, 18.720], [-22.473, 12.883, 18.372], [-22.795, 11.233, 17.935], [-23.516, 10.697, 20.123], [-23.535, 12.472, 20.414], [-22.127, 11.692, 21.912], [-19.185, 9.751, 16.663], [-18.366, 9.808, 15.377], [-18.588, 11.017, 14.654], [-20.243, 9.829, 16.397], [-19.007, 10.631, 17.289], [-19.001, 8.850, 17.244], [-18.689, 9.019, 14.700], [-17.295, 9.680, 15.567], [-18.265, 11.757, 15.177], [-23.458, 10.915, 24.356], [-22.744, 12.172, 24.729], [-21.767, 12.476, 23.711], [-22.810, 10.039, 24.386], [-23.930, 10.978, 23.374], [-24.273, 10.723, 25.064], [-22.230, 12.056, 25.687], [-23.456, 12.996, 24.819], [-21.656, 13.429, 23.659], [-28.061, 11.483, 22.964], [-26.986, 10.415, 22.873], [-26.008, 10.740, 21.896], [-27.631, 12.443, 23.254], [-28.862, 11.217, 23.654], [-28.535, 11.641, 21.988], [-27.443, 9.437, 22.680], [-26.498, 10.304, 23.845], [-26.235, 10.289, 21.079]],
  "forces_ev_per_angstrom": [[0.243, 0.037, -0.743], [0.582, 0.192, 0.153], [-0.254, -0.109, -0.296], [-0.033, 0.005, 0.129], [0.042, 0.044, 0.216], [-0.185, -0.076, 0.242], [-0.133, 0.053, 0.151], [-0.329, -0.189, -0.038], [0.178, 0.054, 0.122], [-0.259, 0.611, -0.367], [-0.114, 0.132, 0.140], [-0.018, -0.036, 0.015], [0.028, -0.290, 0.064], [0.296, -0.158, 0.049], [-0.001, -0.069, 0.001], [0.090, -0.071, 0.008], [-0.022, -0.064, 0.067], [-0.012, -0.050, 0.033], [-0.661, -0.635, 0.093], [0.436, 0.454, -0.172], [-0.384, -0.087, 0.209], [0.124, 0.086, -0.107], [0.130, 0.067, -0.058], [0.161, 0.065, 0.022], [-0.018, 0.037, 0.053], [0.018, 0.016, -0.005], [0.080, -0.033, 0.018], [-0.154, 0.219, -0.477], [-0.495, -0.161, 0.374], [0.104, -0.123, 0.088], [0.009, -0.054, 0.113], [0.125, -0.060, 0.177], [0.110, -0.102, 0.072], [0.061, 0.073, -0.183], [0.221, 0.139, -0.141], [0.032, 0.079, -0.023]],
  "nbo_charge": [-0.636, -0.066, -0.747, 0.225, 0.204, 0.203, 0.153, 0.161, 0.492, -0.637, -0.060, -0.721, 0.212, 0.201, 0.214, 0.175, 0.155, 0.461, -0.642, -0.063, -0.743, 0.215, 0.230, 0.209, 0.164, 0.162, 0.478, -0.631, -0.064, -0.727, 0.210, 0.210, 0.204, 0.160, 0.168, 0.472]
}